{"formula": "C5H10NS", "method": "wB97M-V/def2-TZVPD", "elements": ["C", "C", "C", "C", "C", "N", "S", "H", "H", "H", "H", "H", "H", "H", "H", "H", "H"], "coordinates": [[0.40959, 0.50184, 0.31642], [0.42466, -1.15489, -0.83031], [0.89485, -0.83906, 0.69742], [0.28954, -1.53400, 1.84456], [-0.25041, 1.25699, -1.87174], [0.14765, 0.27199, -0.92119], [-1.38171, 3.11601, 1.59370], [1.18872, -1.35073, -1.51070], [-0.49662, -1.83053, -1.02711], [2.07130, -0.82216, 0.62215], [0.55767, -0.84809, 2.70339], [0.75914, -2.51974, 2.10426], [-0.86415, -1.53707, 1.82505], [-0.21398, 2.27363, -1.58074], [-1.36885, 1.26305, -1.86871], [0.17339, 0.92458, -2.86418], [-2.34078, 2.82818, 0.76774]], "total_charge": 1, "e_tot_ev": -17658.79976, "lumo_ev": [-7.94, -7.94]}